one:
Below is a single C3H4S2 molecule, with properties calculated with the ωB97M-V functional and the def2-TZVPD basis.

XYZ file:
```
9
Properties=species:S:1:pos:R:3
S -2.2099 1.0643 0.7996
S -2.1268 -1.6765 0.0650
C 0.4308 -0.2595 0.4590
C -2.0726 -0.0119 -0.5638
C -1.0328 -0.2063 0.3780
H 0.7309 0.3590 1.3962
H 1.0035 0.1048 -0.4085
H 0.7595 -1.2866 0.7216
H -2.3521 0.0538 -1.6580
```

Properties
Kohn-Sham gap in eV: 9.06
SMILES: C[C@]12S[C@H]1S2
HOMO level in eV: -8.6

Atom charges from the Löwdin analysis, given in e for atoms 1 to 2: number 1, S, carries 0.841; number 2, S, carries 0.779

=====

two:
Below is a single C3H4S2 molecule, with properties calculated with the ωB97M-V functional and the def2-TZVPD basis.

XYZ file:
```
9
Properties=species:S:1:pos:R:3
S 2.6779 -0.6944 -0.0162
S -0.1674 -1.7055 -0.0064
C 1.1304 -0.5445 -0.0564
C -1.0696 -0.1654 -0.0481
C 0.1926 0.7137 0.0057
H 0.2906 1.1300 1.0019
H -1.7259 -0.1319 0.8499
H 0.2914 1.4467 -0.7763
H -1.6200 -0.0488 -0.9541
```

Properties
Kohn-Sham gap in eV: 8.76
SMILES: S=C1CCS1
HOMO level in eV: -8.6

Atom charges from the Löwdin analysis, given in e for atoms 1 to 2: number 1, S, carries 0.693; number 2, S, carries 0.896

=====

three:
Below is a molecular structure, C3H4S2, with properties calculated with the ωB97M-V functional and the def2-TZVPD basis.

XYZ file:
```
9
Properties=species:S:1:pos:R:3
S -1.3324 1.3067 0.1132
S -1.4184 -1.3372 0.0428
C -0.1346 -0.0304 0.5478
C -2.4165 0.0442 -0.3790
C 1.0844 0.0065 -0.3191
H 0.1296 0.1378 1.5419
H 1.7354 -0.6871 0.3011
H 0.9283 -0.5234 -1.3078
H 1.4241 1.0829 -0.5410
```

Properties
Kohn-Sham gap in eV: 9.09
HOMO level in eV: -8.9

Atom charges from the Löwdin analysis, given in e for atoms 1 to 2: number 1, S, carries 0.755; number 2, S, carries 0.748

=====

four:
Below is a single C3H4S2 molecule, with properties calculated with the ωB97M-V functional and the def2-TZVPD basis.

XYZ file:
```
9
Properties=species:S:1:pos:R:3
S -3.2397 -0.1989 -0.0311
S 0.5876 -1.7928 0.0444
C -0.4926 -0.4187 -0.6128
C 0.7926 -0.0508 -0.0240
C -1.6593 -0.4662 0.3279
H -1.4400 -0.5023 1.4083
H 0.9940 0.5602 0.8759
H -0.7989 -0.4276 -1.6193
H 1.5083 0.3967 -0.7359
```

Properties
Kohn-Sham gap in eV: 8.38
SMILES: S=C[C@H]1CS1
HOMO level in eV: -8.8

Atom charges from the Löwdin analysis, given in e for atoms 1 to 2: number 1, S, carries 0.644; number 2, S, carries 0.850

=====

Verdict on stability: two comes out on top.

=====

one:
Below is a molecular structure, C3H7NOS, with properties calculated with the ωB97M-V functional and the def2-TZVPD basis.

XYZ file:
```
13
Properties=species:S:1:pos:R:3
S 2.3435 -2.1263 -1.6579
O -2.1586 0.3067 0.1247
N 0.2128 -1.2991 -0.3224
C -0.0157 0.6655 1.3615
C -1.0316 0.8841 -0.2397
C 0.3063 0.0915 0.0368
H -1.1660 1.9910 -0.0667
H -0.8623 0.3413 1.9478
H 0.9014 0.9706 1.8576
H 1.1525 0.5845 -0.4480
H -1.1834 0.9334 -1.3481
H 0.9352 -1.9265 0.0584
H 0.5660 -1.4166 -1.3039
```

Properties
Kohn-Sham gap in eV: 5.20
HOMO level in eV: -8.6

Atom charges from the Löwdin analysis, given in e for atoms 1 to 2: number 1, S, carries 0.206; number 2, O, carries -0.171

=====

two:
Below is a single C3H7NOS molecule, with properties calculated with the ωB97M-V functional and the def2-TZVPD basis.

XYZ file:
```
13
Properties=species:S:1:pos:R:3
S 0.8953 0.3493 -0.0929
O 1.1556 1.4609 -0.9352
N 0.6139 -1.0112 -1.1389
C 2.1636 -0.2534 0.9625
C -0.9077 0.4002 0.3606
C -1.7162 1.4095 0.1938
H 2.3625 0.5327 1.7147
H -2.7318 1.1834 0.4325
H -1.1246 -0.5100 0.6241
H 1.7832 -1.0717 1.4322
H -1.2513 2.4123 -0.0945
H 0.6490 -1.7161 -0.4794
H 1.4132 -1.0447 -1.6773
```

Properties
Kohn-Sham gap in eV: 9.26
SMILES: C=C[S@@](=C)(N)=O
HOMO level in eV: -8.5

Atom charges from the Löwdin analysis, given in e for atoms 1 to 2: number 1, S, carries 0.737; number 2, O, carries -0.355

=====

Verdict on stability: two comes out on top.

=====

one:
Below is a single C3H7NOS molecule, with properties calculated with the ωB97M-V functional and the def2-TZVPD basis.

XYZ file:
```
13
Properties=species:S:1:pos:R:3
S -1.9650 0.0507 -0.4531
O -3.2502 0.7258 -0.2084
N -1.7184 -1.2517 0.6931
C 0.5886 0.8945 0.2560
C -0.7211 0.9156 0.5305
C 1.2488 0.5157 -1.0819
H 1.3343 1.0832 0.9817
H 2.1826 0.0551 -0.8596
H -2.3713 -1.9876 0.4937
H 1.4771 1.5930 -1.5263
H 0.5825 -0.0610 -1.6671
H -1.2002 1.4484 1.3875
H -0.7681 -1.4839 0.5086
```

Properties
Kohn-Sham gap in eV: 9.74
HOMO level in eV: -9.0

Atom charges from the Löwdin analysis, given in e for atoms 1 to 2: number 1, S, carries 0.841; number 2, O, carries -0.518

=====

two:
Below is 2 unconnected molecules or ions with the total composition C3H7NOS, with properties calculated with the ωB97M-V functional and the def2-TZVPD basis.

XYZ file:
```
13
Properties=species:S:1:pos:R:3
S 3.7464 0.0392 0.7872
O 4.4410 -0.1124 -0.5172
N -0.6561 -0.7043 -0.2550
C 0.5925 -1.1660 0.1645
C -2.2445 1.0145 -0.3156
C -0.9300 0.4812 0.0425
H -2.6664 1.7353 0.2664
H -2.1753 1.4274 -1.3302
H 1.3712 -0.4190 0.4022
H 1.1744 -1.8202 -0.6289
H 0.3340 -1.8840 0.9464
H -2.8328 0.2252 -0.1998
H -0.1544 1.1833 0.6375
```

Properties
Kohn-Sham gap (alpha / beta) in eV: 7.52 / 7.74
SMILES: C/C=N/C.O=S
HOMO level (alpha / beta) in eV: -9.2 / -9.4

Atom charges from the Löwdin analysis, given in e for atoms 1 to 2: number 1, S, carries 0.743; number 2, O, carries -0.663

=====

three:
Below is a single C3H7NOS molecule, with properties calculated with the ωB97M-V functional and the def2-TZVPD basis.

XYZ file:
```
13
Properties=species:S:1:pos:R:3
S 1.2971 -0.9113 -0.2862
O -1.1860 0.1733 -0.6671
N -2.0126 -0.0045 0.4298
C 0.0890 0.5107 -0.3701
C -3.0208 -0.6479 0.0616
C 2.6176 0.0047 0.2775
H -3.1394 -1.1771 -0.9222
H -3.9477 -0.8861 0.7579
H 2.3559 0.5839 1.2281
H 0.1306 1.0573 0.6679
H 2.9562 0.6185 -0.6284
H 3.5532 -0.5404 0.6335
H 0.3068 1.2189 -1.1822
```

Properties
Kohn-Sham gap in eV: 9.59
SMILES: C=NOCSC
HOMO level in eV: -8.5

Atom charges from the Löwdin analysis, given in e for atoms 1 to 2: number 1, S, carries 0.777; number 2, O, carries -0.229

=====

Verdict on stability: one comes out on top.

=====

one:
Below is 2 unconnected molecules or ions with the total composition C5H14, with properties calculated with the ωB97M-V functional and the def2-TZVPD basis.

XYZ file:
```
19
Properties=species:S:1:pos:R:3
C -0.7821 2.8602 1.1743
C -0.2135 -2.1836 -1.2746
C 1.8272 -1.4678 0.3578
C -1.7512 1.8865 0.6531
C 0.9778 -1.2584 -0.9533
H 2.8657 -1.1695 0.2111
H 1.6652 -2.5230 0.5888
H -0.8089 -1.7816 -2.1333
H -0.9226 -2.1139 -0.4380
H 0.6047 -0.2268 -1.0175
H 1.4385 -0.8710 1.1785
H -2.7198 1.7383 1.1222
H 0.1637 -3.1590 -1.5713
H -0.9698 3.2486 2.1674
H 0.2886 2.5864 1.1784
H -0.4710 3.7650 0.5494
H -2.0367 1.9059 -0.4401
H -1.0862 0.9617 0.5536
H 1.6021 -1.3385 -1.8445
```

Properties
Spin multiplicity: 2
Kohn-Sham gap (alpha / beta) in eV: 11.61 / 3.27
Net charge: +1
Expectation value of S²: 0.7531
HOMO level (alpha / beta) in eV: -14.9 / -14.4

Atom charges from the Löwdin analysis, given in e for atoms 1 to 2: number 1, C, carries -0.029; number 2, C, carries -0.106

=====

two:
Below is 2 unconnected molecules or ions with the total composition C5H14, with properties calculated with the ωB97M-V functional and the def2-TZVPD basis.

XYZ file:
```
19
Properties=species:S:1:pos:R:3
C 1.7004 -0.5759 -2.6673
C -0.3553 -0.3797 2.8362
C 0.4070 0.1423 -2.2623
C -1.5107 0.9195 1.1295
C -0.3567 -0.1120 1.2864
H 0.3173 1.0719 -2.8203
H -2.4393 0.3494 1.2187
H -1.0149 -1.1917 3.1243
H -0.4511 -0.4949 -2.4840
H 0.4058 0.3455 -1.1923
H -0.5722 0.5290 3.3832
H 2.5568 0.0649 -2.4791
H 0.7016 -0.6998 3.0220
H -1.3953 1.4360 0.1666
H 1.6806 -0.8055 -3.7284
H -1.4996 1.6865 1.9133
H 1.8126 -1.5007 -2.1152
H -0.5171 -1.1121 0.8461
H 0.5303 0.3273 0.8229
```

Properties
Spin multiplicity: 2
Kohn-Sham gap (alpha / beta) in eV: 11.95 / 4.42
Net charge: +1
Expectation value of S²: 0.7527
HOMO level (alpha / beta) in eV: -15.1 / -15.1

Atom charges from the Löwdin analysis, given in e for atoms 1 to 2: number 1, C, carries -0.150; number 2, C, carries 0.039

=====

Verdict on stability: two comes out on top.

=====

one:
Below is a gas-phase ion, C6H11N5 (charge +2), with properties calculated with the ωB97M-V functional and the def2-TZVPD basis.

XYZ file:
```
22
Properties=species:S:1:pos:R:3
N 1.3151 -0.6244 -0.8198
N -2.1886 -0.0123 -0.8996
N -2.1543 -1.0760 -0.3109
N -0.5484 0.2553 0.6093
N -1.1921 2.1358 -0.7026
C 0.2913 0.7646 1.6750
C -1.1231 -1.1180 0.6636
C -0.0767 -2.2185 0.3412
C -1.2545 0.8688 -0.3550
C 2.1176 0.2539 -1.5853
C 0.9386 -1.6357 -0.3787
H -1.5227 -1.2520 1.6120
H 3.1634 -0.0097 -1.2596
H 0.9994 1.6047 1.2491
H -0.5341 -2.9678 -0.1768
H 1.9973 1.2680 -1.3247
H -1.0148 2.9230 -0.0915
H -0.4071 1.2112 2.5754
H 1.8552 0.0250 -2.6414
H 0.3679 -2.8504 1.2613
H 0.7959 -0.0190 2.0202
H -1.8252 2.4736 -1.4612
```

Properties
Kohn-Sham gap in eV: 9.29
Net charge: +2
SMILES: C[N+]#CC[C@@H]1N=NC(N)=[N+]1C
HOMO level in eV: -18.9

Atom charges from the Löwdin analysis, given in e for atoms 1 to 2: number 1, N, carries 0.165; number 2, N, carries 0.182

=====

two:
Below is 2 unconnected molecules or ions with the total composition C6H11N5, with properties calculated with the ωB97M-V functional and the def2-TZVPD basis.

XYZ file:
```
22
Properties=species:S:1:pos:R:3
N -1.7183 -1.2648 0.6561
N -1.5308 0.7200 -0.2267
N 1.1877 -1.7382 -0.2419
N 2.4674 -1.7917 -0.5451
N 3.5100 1.5637 0.9613
C 0.4934 -0.6382 -0.3532
C -2.9131 -0.6491 0.8041
C 2.9118 0.7231 0.4439
C -2.7915 0.5975 0.2450
C -1.0176 1.8839 -0.8962
C -0.8559 -0.4283 0.0241
H 1.0249 0.2299 -0.7293
H 2.9566 -0.8720 -0.4251
H -1.7851 2.6554 -0.9165
H 4.0402 2.2826 1.4100
H -3.7591 -1.1085 1.2795
H -1.5304 -2.1995 0.9959
H -0.7415 1.6510 -1.9260
H -3.5276 1.3749 0.1635
H 0.7494 -2.6199 0.0450
H -0.1476 2.2814 -0.3722
H 2.9772 -2.6532 -0.3961
```

Properties
Kohn-Sham gap (alpha / beta) in eV: 7.84 / 7.84
Net charge: +2
HOMO level (alpha / beta) in eV: -16.9 / -16.9

Atom charges from the Löwdin analysis, given in e for atoms 1 to 2: number 1, N, carries 0.176; number 2, N, carries -0.038

=====

Verdict on stability: two comes out on top.